Density functional theory data (ωB97M-V/def2-TZVPD) for an isolated molecule of C19H15N5O4S in a non-equilibrium geometry.

**SMILES**: O=C(Nc1ccncc1)c1ccc(NS(=O)(=O)c2ccc3[nH]c(=O)[nH]c3c2)cc1

```
! wB97M-V def2-TZVPD RIJCOSX def2/J DEFGRID3
* xyz 0 1
O -5.18 -0.20 0.94
C -4.06 0.09 0.59
N -3.76 1.38 0.20
C -2.62 1.84 -0.44
C -2.07 3.08 -0.12
C -0.87 3.44 -0.71
N -0.24 2.69 -1.60
C -0.81 1.56 -1.97
C -1.98 1.08 -1.43
H -2.39 0.14 -1.76
H -0.29 1.00 -2.75
H -0.38 4.37 -0.45
H -2.55 3.72 0.60
H -4.46 2.07 0.45
C -2.91 -0.86 0.59
C -3.08 -2.16 0.13
C -2.02 -3.04 0.10
C -0.76 -2.63 0.55
C -0.61 -1.35 1.09
C -1.67 -0.48 1.11
H -1.54 0.51 1.54
H 0.34 -1.07 1.50
N 0.36 -3.46 0.48
S 1.45 -3.06 -0.78
O 0.69 -2.72 -1.95
O 2.36 -4.16 -0.84
C 2.26 -1.59 -0.18
C 3.26 -1.70 0.78
C 3.89 -0.56 1.26
C 3.48 0.66 0.76
N 3.87 1.94 1.03
C 3.13 2.85 0.28
O 3.22 4.05 0.32
N 2.29 2.09 -0.50
C 2.46 0.76 -0.22
C 1.85 -0.38 -0.71
H 1.08 -0.36 -1.46
H 1.56 2.47 -1.11
H 4.58 2.23 1.69
H 4.66 -0.63 2.01
H 3.53 -2.68 1.12
H 0.14 -4.44 0.37
H -2.15 -4.04 -0.28
H -4.05 -2.46 -0.23
*
```

---

Density functional theory data (ωB97M-V/def2-TZVPD) for a structure of composition C19H16Br2FeO3Zn in a non-equilibrium geometry.

```
! wB97M-V def2-TZVPD RIJCOSX def2/J DEFGRID3
* xyz -2 1
O 3.98 -3.22 -2.87
C 2.97 -2.65 -2.76
Fe 1.89 -1.39 -2.22
C 3.12 -0.18 -1.74
O 3.88 0.45 -1.09
C 1.75 -2.01 -0.56
O 1.92 -2.55 0.46
C 0.05 -2.13 -2.62
C -1.28 -1.91 -1.91
C -1.88 -0.48 -2.02
C -0.91 0.59 -1.66
C 0.38 0.64 -2.20
C 0.90 -0.01 -3.40
C 0.44 -1.31 -3.74
H 0.30 -3.21 -2.65
H -2.01 -2.61 -2.37
H -1.22 -2.28 -0.87
H -2.24 -0.37 -3.06
H -2.79 -0.40 -1.41
H -1.29 1.54 -1.26
H 1.00 1.50 -1.88
H 1.63 0.53 -4.05
H 0.48 -1.73 -4.75
Br -5.05 -1.14 5.46
Zn -2.87 -1.53 5.86
Br -0.65 -1.77 6.14
C -2.16 1.49 1.93
C -2.00 0.37 1.09
C -0.63 0.26 0.70
C 0.11 1.20 1.52
C -0.85 2.01 2.22
C -0.44 3.07 3.04
C 0.93 3.27 3.26
C 1.87 2.41 2.66
C 1.48 1.39 1.78
H -3.07 1.92 2.34
H -2.81 -0.29 0.79
H -0.14 -0.57 0.20
H -1.20 3.69 3.52
H 1.25 4.06 3.95
H 2.93 2.57 2.87
H 2.22 0.76 1.29
*
```

---

Density functional theory data (ωB97M-V/def2-TZVPD) for a structure of composition C19H16Br2FeO3Zn in a non-equilibrium geometry.

```
! wB97M-V def2-TZVPD RIJCOSX def2/J DEFGRID3
* xyz -2 1
O 3.76 -3.13 -3.25
C 2.93 -2.42 -2.88
Fe 1.63 -1.26 -2.40
C 2.90 -0.12 -1.88
O 3.73 0.61 -1.53
C 1.50 -1.89 -0.75
O 1.41 -2.28 0.34
C 0.19 -2.45 -3.08
C -1.07 -2.14 -2.33
C -1.27 -0.61 -2.21
C 0.07 0.04 -2.07
C 0.79 0.45 -3.22
C 0.83 -0.38 -4.37
C 0.64 -1.76 -4.25
H 0.50 -3.50 -3.00
H -1.95 -2.64 -2.76
H -0.99 -2.57 -1.32
H -1.80 -0.24 -3.11
H -1.90 -0.36 -1.35
H 0.24 0.58 -1.13
H 1.25 1.46 -3.25
H 1.29 0.02 -5.29
H 0.99 -2.39 -5.08
Br -5.21 -0.13 4.80
Zn -2.93 -0.30 4.76
Br -1.19 -1.45 5.68
C -2.33 1.38 3.26
C -2.34 0.30 2.31
C -1.06 0.26 1.69
C -0.23 1.29 2.26
C -1.01 1.96 3.27
C -0.43 2.95 4.06
C 0.88 3.35 3.76
C 1.61 2.76 2.70
C 1.08 1.70 1.96
H -3.19 1.83 3.74
H -3.19 -0.36 2.08
H -0.71 -0.45 0.96
H -0.99 3.36 4.91
H 1.35 4.15 4.35
H 2.61 3.14 2.46
H 1.62 1.23 1.14
*
```

---

Density functional theory data (ωB97M-V/def2-TZVPD) for a structure of composition C19H16BrN4O2Pt in a non-equilibrium geometry.

```
! wB97M-V def2-TZVPD RIJCOSX def2/J DEFGRID3
* xyz 1 1
Pt -0.07 0.36 0.75
Br -1.23 -2.37 2.88
C 0.48 -1.64 3.08
C 1.25 -2.12 4.13
C 2.50 -1.58 4.35
C 2.94 -0.55 3.53
C 2.11 -0.13 2.51
N 0.91 -0.69 2.25
C 2.50 1.09 1.71
O 3.55 1.64 1.90
O 1.61 1.44 0.82
H 0.85 -2.90 4.76
H 3.12 -1.94 5.16
H 3.88 -0.04 3.66
C -3.41 -4.35 -1.90
C -2.68 -3.22 -1.25
C -1.31 -3.05 -1.39
C -0.67 -2.00 -0.77
N -1.33 -1.10 -0.03
C -2.65 -1.24 0.11
C -3.35 -2.27 -0.48
H -2.74 -5.00 -2.45
H -4.17 -3.97 -2.58
H -3.93 -4.95 -1.14
H -0.72 -3.75 -1.98
H 0.40 -1.86 -0.87
H -3.15 -0.50 0.72
H -4.42 -2.34 -0.33
N -1.23 2.77 -2.43
C -0.66 1.70 -1.87
N -0.83 1.69 -0.57
C -1.56 2.83 -0.24
C -2.00 3.31 0.99
C -2.71 4.49 0.98
C -2.97 5.18 -0.21
C -2.53 4.72 -1.44
C -1.82 3.52 -1.42
H -1.21 3.00 -3.41
H -0.11 0.96 -2.42
H -1.79 2.77 1.90
H -3.06 4.90 1.91
H -3.53 6.11 -0.17
H -2.74 5.25 -2.35
*
```

---

Density functional theory data (ωB97M-V/def2-TZVPD) for an isolated molecule of C19H16ClN2O2P in a non-equilibrium geometry.

**SMILES**: Cc1cc(OP2(=O)Nc3ccccc3-c3ccccc3N2)ccc1Cl

```
! wB97M-V def2-TZVPD RIJCOSX def2/J DEFGRID3
* xyz 0 1
O -0.67 -1.22 -1.82
Cl -4.45 -4.92 1.94
O 0.36 -1.79 0.55
C 1.86 3.46 1.81
C 2.39 2.72 -3.82
C 0.74 2.94 2.40
C 2.45 1.44 -4.32
C -2.26 -4.35 0.64
C -1.12 -3.65 0.31
C 2.23 3.06 0.57
C 2.14 2.99 -2.45
C -0.04 1.97 1.74
C 2.29 0.38 -3.44
C -1.70 -1.89 1.82
C -3.11 -3.87 1.61
C -0.79 -2.40 0.91
C 1.46 2.19 -0.18
C 1.82 1.92 -1.60
C 0.31 1.61 0.42
C 1.90 0.58 -2.13
C -2.88 -2.63 2.20
N -0.49 0.70 -0.23
N 1.74 -0.61 -1.40
C -3.80 -2.04 3.25
P 0.20 -0.78 -0.70
H 2.50 4.17 2.27
H 2.57 3.55 -4.49
H 0.42 3.26 3.38
H 2.68 1.19 -5.36
H -2.46 -5.29 0.19
H -0.49 -4.08 -0.46
H 3.14 3.49 0.16
H 2.20 4.03 -2.14
H -0.89 1.55 2.27
H 2.28 -0.63 -3.84
H -1.49 -0.93 2.34
H -0.87 1.05 -1.10
H 1.93 -1.45 -1.87
H -3.82 -0.95 3.21
H -3.43 -2.33 4.24
H -4.84 -2.42 3.15
*
```

---

Density functional theory data (ωB97M-V/def2-TZVPD) for a structure of composition C19H16CrF6N12O8S2.

```
! wB97M-V def2-TZVPD RIJCOSX def2/J DEFGRID3
* xyz 1 4
Cr -0.72 -0.86 -0.17
N 0.89 -1.04 -1.61
N 0.49 -0.69 -2.92
C -0.84 -0.50 -3.13
N -1.25 -0.48 -4.39
N -1.58 -0.30 -2.03
N -2.93 0.03 -2.17
O -3.40 0.28 -3.26
O -3.54 0.11 -1.13
H 1.71 -0.51 -1.36
H 1.11 -2.04 -1.56
H 0.99 -1.19 -3.65
H -0.62 -0.75 -5.12
H -2.21 -0.27 -4.58
O 2.44 -2.62 1.35
C 1.70 -1.68 1.40
O 0.47 -1.75 0.92
C 2.15 -0.38 2.04
C 3.50 -0.33 2.46
C 3.96 0.84 2.99
C 3.09 1.93 3.13
C 3.49 3.17 3.68
C 2.60 4.19 3.82
C 1.25 4.02 3.44
C 0.83 2.83 2.91
C 1.74 1.76 2.72
N 1.30 0.60 2.15
H 4.12 -1.20 2.34
H 4.99 0.93 3.31
H 4.52 3.29 3.99
H 2.91 5.14 4.25
H 0.55 4.82 3.58
H -0.20 2.68 2.64
N -3.01 1.89 1.83
C -2.57 0.66 1.61
N -1.56 0.73 0.76
C -1.43 2.07 0.50
N -2.30 2.80 1.14
C -0.35 2.62 -0.32
C -0.20 4.00 -0.48
N 0.82 4.51 -1.16
C 1.69 3.64 -1.67
C 1.53 2.27 -1.52
N 0.50 1.75 -0.85
H -3.77 2.18 2.43
H -2.99 -0.24 2.04
H -0.91 4.69 -0.04
H 2.53 4.04 -2.21
H 2.25 1.59 -1.96
F -4.33 -4.55 -0.92
C -3.94 -3.31 -0.79
F -3.86 -2.73 -1.99
F -4.79 -2.64 -0.03
S -2.26 -3.27 0.03
O -2.21 -1.91 0.65
O -2.21 -4.39 0.90
N -1.17 -3.06 -1.09
S -0.76 -4.16 -2.19
O -1.79 -5.11 -2.42
O -0.16 -3.41 -3.27
C 0.66 -5.03 -1.40
F 0.29 -5.57 -0.25
F 1.63 -4.14 -1.18
F 1.10 -5.97 -2.22
*
```

---

Density functional theory data (ωB97M-V/def2-TZVPD) for an isolated molecule of C19H16F2N2O3 in a non-equilibrium geometry.

**SMILES**: Cc1ccccc1CNC(=O)c1cc(COc2ccc(F)cc2F)on1

```
! wB97M-V def2-TZVPD RIJCOSX def2/J DEFGRID3
* xyz 0 1
C -0.29 2.28 2.07
C 1.08 2.87 2.12
C 1.28 4.17 1.69
C 2.53 4.76 1.70
C 3.62 4.03 2.15
C 3.44 2.73 2.58
C 2.18 2.14 2.57
C 2.04 0.72 3.05
N 1.55 -0.16 2.01
C 0.48 -0.96 2.18
O -0.15 -1.07 3.22
C 0.12 -1.73 0.96
N 0.68 -1.50 -0.21
O 0.12 -2.35 -1.09
C -0.79 -3.12 -0.46
C -0.84 -2.76 0.85
H -1.45 -3.16 1.64
C -1.57 -4.11 -1.27
O -2.66 -3.48 -1.93
C -2.41 -2.50 -2.85
C -1.32 -2.43 -3.72
C -1.19 -1.40 -4.63
C -2.18 -0.44 -4.70
C -3.29 -0.49 -3.88
C -3.39 -1.51 -2.96
H -4.24 -1.58 -2.30
H -4.05 0.27 -3.96
F -2.05 0.56 -5.59
H -0.33 -1.37 -5.28
F -0.35 -3.37 -3.71
H -0.91 -4.63 -1.97
H -2.04 -4.83 -0.60
H 1.97 -0.12 1.10
H 3.01 0.35 3.41
H 1.32 0.65 3.88
H 4.29 2.16 2.93
H 4.61 4.47 2.16
H 2.66 5.77 1.36
H 0.43 4.75 1.34
H -0.50 1.67 2.95
H -0.40 1.64 1.19
H -1.04 3.06 2.02
*
```

---

Density functional theory data (ωB97M-V/def2-TZVPD) for a structure of composition C19H16F3HfN7O7S2 in a non-equilibrium geometry.

```
! wB97M-V def2-TZVPD RIJCOSX def2/J DEFGRID3
* xyz 0 1
Hf -0.08 -0.63 0.21
N -3.13 -3.81 0.27
C -2.44 -2.73 0.66
S -0.92 -2.92 1.46
N -3.07 -1.56 0.54
N -2.26 -0.49 0.68
C -2.75 0.62 1.07
C -1.87 1.78 1.13
C -2.28 3.00 1.63
C -1.38 4.06 1.65
C -0.09 3.86 1.19
C 0.25 2.61 0.71
N -0.62 1.60 0.68
H -2.59 -4.65 0.12
H -3.92 -3.66 -0.32
H -3.79 0.68 1.38
H -3.30 3.12 1.99
H -1.68 5.02 2.04
H 0.64 4.66 1.19
H 1.24 2.39 0.32
O 1.38 -0.09 -3.34
C 0.73 0.35 -2.42
O 1.05 0.32 -1.13
C -0.59 1.03 -2.70
C -0.75 1.79 -3.84
C -1.96 2.44 -4.03
C -2.96 2.27 -3.09
C -2.71 1.47 -1.99
N -1.54 0.86 -1.79
H 0.07 1.86 -4.55
H -2.12 3.06 -4.91
H -3.92 2.74 -3.20
H -3.48 1.29 -1.25
F 2.30 -2.57 -3.10
C 1.09 -3.09 -3.16
F 1.20 -4.39 -3.44
F 0.38 -2.52 -4.11
S 0.20 -2.91 -1.52
O 1.19 -2.44 -0.53
O -0.39 -4.20 -1.38
O -0.79 -1.78 -1.59
C 5.26 -0.90 2.63
N 3.82 -0.66 2.64
C 3.12 -0.56 3.81
C 1.79 -0.38 3.85
C 1.13 -0.33 2.59
O -0.12 -0.23 2.42
N 1.82 -0.40 1.43
C 3.19 -0.56 1.38
O 3.85 -0.59 0.38
H 5.63 -0.80 3.64
H 5.75 -0.18 1.98
H 5.48 -1.89 2.25
H 3.72 -0.64 4.71
H 1.23 -0.32 4.78
*
```

---

Density functional theory data (ωB97M-V/def2-TZVPD) for a structure of composition C19H16FeN2O2 in a non-equilibrium geometry.

```
! wB97M-V def2-TZVPD RIJCOSX def2/J DEFGRID3
* xyz 0 5
C 1.31 -2.07 0.59
C 2.43 -1.67 1.32
N 3.38 -1.24 1.87
C 0.42 -3.05 1.06
C -0.66 -3.52 0.25
C -1.58 -4.42 0.74
C -1.44 -4.93 2.05
C -2.41 -5.85 2.57
N -3.21 -6.59 3.00
C -0.35 -4.53 2.84
C 0.57 -3.62 2.36
H 1.22 -1.70 -0.44
H -0.74 -3.14 -0.78
H -2.41 -4.76 0.13
H -0.23 -4.96 3.84
H 1.43 -3.33 2.98
C 1.03 1.42 1.40
C -0.17 1.67 0.55
C -0.58 0.91 -0.58
Fe 0.18 2.54 -1.46
C 0.99 1.32 -2.58
O 1.56 0.45 -3.09
C 2.01 2.99 -1.04
O 3.03 3.39 -0.66
C -1.40 2.89 -2.67
C -0.17 3.45 -3.18
C 0.33 4.38 -2.21
C -0.59 4.40 -1.10
C -1.64 3.46 -1.38
H 0.76 0.86 2.31
H 1.81 0.83 0.88
H 1.47 2.37 1.73
H -0.92 2.30 1.06
H -0.05 -0.03 -0.79
H -1.65 0.84 -0.83
H -2.06 2.21 -3.21
H 0.24 3.30 -4.18
H 1.15 5.07 -2.37
H -0.53 5.05 -0.23
H -2.52 3.30 -0.76
*
```

---

Density functional theory data (ωB97M-V/def2-TZVPD) for a cluster of 2 separate species, C19H17BClF7N2O5 in total in a non-equilibrium geometry.

```
! wB97M-V def2-TZVPD RIJCOSX def2/J DEFGRID3
* xyz 0 1
C -2.18 2.29 -3.12
C -0.97 2.18 -2.17
C -1.33 1.74 -0.70
Cl -3.07 1.31 -0.54
C -0.51 0.50 -0.31
N -1.18 -0.59 -0.04
N -0.48 -1.66 0.25
C -1.28 -2.91 0.50
O -0.76 -3.67 1.53
C -0.89 -3.03 2.80
C 0.81 -1.81 0.32
C 1.60 -0.67 0.08
C 0.92 0.47 -0.23
C 1.77 1.72 -0.53
F 3.06 1.41 -0.13
F 1.88 1.94 -1.86
C 1.38 2.96 0.23
C 1.02 2.89 1.57
C 0.69 4.02 2.28
C 0.70 5.26 1.68
C 1.05 5.33 0.35
C 1.01 6.68 -0.31
F 1.61 7.64 0.41
F 1.57 6.67 -1.54
F -0.27 7.07 -0.48
C 1.38 4.20 -0.36
H -2.97 2.94 -2.74
H -2.56 1.30 -3.38
H -1.80 2.71 -4.06
H -0.29 1.46 -2.62
H -0.51 3.17 -2.13
H -1.17 2.56 0.01
H -2.30 -2.61 0.81
H -1.41 -3.47 -0.43
H -1.90 -3.09 3.22
H -0.49 -2.00 2.77
H -0.24 -3.59 3.48
H 1.26 -2.77 0.54
H 2.68 -0.73 0.15
H 1.02 1.92 2.06
H 0.43 3.89 3.33
H 0.41 6.12 2.28
H 1.65 4.33 -1.40
B 0.47 -7.99 0.55
O 1.27 -6.89 -0.06
C 0.47 -6.16 -0.79
O 0.81 -5.18 -1.42
C -0.94 -6.72 -0.71
O -1.91 -6.26 -1.27
O -0.93 -7.77 0.07
F 0.51 -7.89 1.94
F 0.94 -9.22 0.13
*
```

---

Number 1: total energy -46423.8471 eV. Number 2: total energy -248993.7531 eV. Number 3: total energy -248995.3713 eV. Number 4: total energy -103303.8580 eV. Number 5: total energy -48851.3061 eV. Number 6: total energy -120613.5656 eV. Number 7: total energy -34519.1724 eV. Number 8: total energy -75862.2977 eV. Number 9: total energy -61418.1848 eV. Number 10: total energy -65421.5664 eV.